An isolated molecule of C4H6N2. Source: OMol25; level of theory: ωB97M-V/def2-TZVPD.

Values from the calculation:
**HOMO**: -7.8472 eV
**Orbital gap**: 0.3172 hartree
**Total energy**: -7221.4838 eV
**Charge**: 0
**LUMO**: 0.8 eV

Element x y z (Å)
C -1.43 -0.22 -0.04
C -0.11 -0.78 -0.08
C 2.35 0.00 0.02
C -1.70 1.09 -0.03
N 1.46 1.13 -0.04
N 0.95 -0.04 -0.08
H -2.23 -0.95 0.01
H 0.04 -1.84 -0.08
H 2.79 -0.28 0.97
H 2.92 -0.28 -0.86
H -0.92 1.83 -0.07
H -2.71 1.44 0.05